1 | This record from the OMol25 dataset describes a cluster of 2 separate species, C3H9OS in total. The level of theory is ωB97M-V with the def2-TZVPD basis set.

Atoms and positions in Å:
C  -1.197  3.365  -0.713
S  -0.436  1.762  -0.809
H  -2.055  3.381  -0.048
H  -1.473  3.745  -1.690
H  -0.432  4.024  -0.305
C  0.856  -1.681  -0.168
O  1.670  -0.630  0.359
C  0.205  -2.527  0.943
H  1.498  -2.285  -0.799
H  0.099  -1.268  -0.851
H  1.111  0.166  0.426
H  0.841  -3.360  1.185
H  -0.801  -2.814  0.660
H  0.116  -1.879  1.808

Calculated values
Lowest unoccupied orbital energy (spin up / spin down) (eV): 0.87 / -2.20
Spin multiplicity: 2

---

2 | This record from the OMol25 dataset describes a cluster of 2 separate species, C3H9OS in total. The level of theory is ωB97M-V with the def2-TZVPD basis set.

Atoms and positions in Å:
C  -1.493  0.919  1.171
O  -1.661  -0.399  0.661
H  -2.372  1.482  0.880
H  -1.434  0.919  2.263
H  -0.593  1.384  0.755
C  0.704  0.224  -1.828
S  2.155  -0.568  -1.012
C  1.547  -1.246  0.431
H  0.959  1.269  -1.967
H  -0.188  0.093  -1.224
H  0.536  -0.283  -2.779
H  1.206  -0.595  1.235
H  -0.841  -0.896  0.747
H  1.475  -2.305  0.666

Calculated values
Lowest unoccupied orbital energy (spin up / spin down) (eV): 0.95 / -0.72
Spin multiplicity: 2

---

Which structure loses on stability? 2 does.

---

1 | This record from the OMol25 dataset describes the ion C4H10N with charge +1. The level of theory is ωB97M-V with the def2-TZVPD basis set.

Atoms and positions in Å:
C  0.034  -1.264  -0.797
C  0.316  -0.389  0.414
C  -0.387  0.744  -0.289
C  -0.274  -0.952  1.728
N  0.368  1.609  -1.077
H  0.856  -1.440  -1.490
H  -1.024  -1.571  -0.903
H  1.320  -0.207  0.552
H  -1.433  0.755  -0.293
H  -1.131  -1.490  1.583
H  -0.244  -0.106  2.533
H  0.465  -1.683  1.999
H  0.148  1.443  -2.058
H  1.405  1.458  -0.764
H  0.161  2.680  -0.841

Calculated values
Charge: +1
Lowest unoccupied orbital energy (eV): -4.13
Spin multiplicity: 1

---

2 | This record from the OMol25 dataset describes a cluster of 2 separate species, C4H10N in total. The level of theory is ωB97M-V with the def2-TZVPD basis set.

Atoms and positions in Å:
C  -0.610  -0.535  -1.517
C  0.674  -0.391  -0.698
C  1.197  1.061  -0.682
C  -1.008  -0.269  2.706
N  -0.666  0.071  1.483
H  -1.024  -1.603  -1.470
H  -0.518  -0.284  -2.640
H  -1.425  0.039  -1.069
H  1.463  -1.129  -1.046
H  0.303  -0.487  0.410
H  1.446  1.448  -1.713
H  2.066  1.148  -0.007
H  -0.340  -0.038  3.573
H  -1.955  -0.721  2.911
H  0.398  1.690  -0.239

Calculated values
Charge: +1
Lowest unoccupied orbital energy (eV): -9.53
Spin multiplicity: 1

---

Which structure loses on stability? 2 does.

---

1 | This record from the OMol25 dataset describes a cluster of 2 separate species, C4H10N in total. The level of theory is ωB97M-V with the def2-TZVPD basis set.

Atoms and positions in Å:
C  -3.227  -0.682  0.321
C  -2.709  -1.887  0.086
H  -2.841  -0.168  1.201
H  -3.836  -0.142  -0.391
H  -1.908  -2.219  0.739
H  -3.212  -2.609  -0.542
C  2.947  1.030  0.343
C  0.908  0.879  -0.954
N  1.644  0.455  -0.009
H  3.730  0.332  0.054
H  2.971  1.137  1.423
H  3.097  1.972  -0.170
H  1.361  1.474  -1.741
H  -0.125  0.562  -1.053
H  1.200  -0.133  0.693

Calculated values
Charge: +1
Lowest unoccupied orbital energy (eV): -5.46
Spin multiplicity: 1

---

2 | This record from the OMol25 dataset describes the ion C4H10N with charge +1. The level of theory is ωB97M-V with the def2-TZVPD basis set.

Atoms and positions in Å:
C  -1.133  0.834  0.410
C  0.288  0.788  -0.049
C  -0.394  -0.597  0.006
C  0.832  1.206  -1.371
N  0.024  -1.590  1.026
H  -1.268  0.926  1.439
H  -1.851  1.105  -0.479
H  1.062  0.737  0.833
H  -0.764  -1.343  -0.781
H  0.497  0.519  -2.061
H  1.960  1.070  -1.339
H  0.510  2.212  -1.456
H  0.661  -2.371  0.671
H  -0.742  -2.285  1.205
H  0.320  -1.212  1.946

Calculated values
Charge: +1
Lowest unoccupied orbital energy (eV): -3.87
SMILES string: C[C@H]1C[C@@H]1[NH3+]
Spin multiplicity: 1

---

3 | This record from the OMol25 dataset describes the ion C4H10N with charge +1. The level of theory is ωB97M-V with the def2-TZVPD basis set.

Atoms and positions in Å:
C  -1.606  1.120  0.181
C  -0.226  0.940  0.534
H  -2.059  2.103  0.239
H  -2.280  0.319  -0.075
H  0.123  1.309  1.547
H  0.426  1.679  0.042
C  0.196  -0.473  0.257
C  -0.488  -0.866  -0.988
N  1.726  -0.606  0.083
H  -0.039  -1.164  1.068
H  -1.416  -1.412  -0.910
H  -0.128  -0.875  -2.011
H  1.831  -1.252  -0.705
H  2.224  0.245  -0.196
H  2.202  -1.012  0.884

Calculated values
Charge: +1
Lowest unoccupied orbital energy (eV): -5.22
Spin multiplicity: 1

---

Which structure loses on stability? 3 does.